Density functional theory data (ωB97M-V/def2-TZVPD) for a structure of composition H20O10Xe.

```
! wB97M-V def2-TZVPD RIJCOSX def2/J DEFGRID3
* xyz 0 1
Xe 0.504 -0.280 -0.147
O -3.441 1.904 0.385
H -4.383 1.818 0.237
H -3.051 1.209 -0.145
O 2.526 0.203 -3.717
H 2.850 0.641 -2.930
H 2.630 0.851 -4.414
O 2.970 -0.772 3.235
H 3.166 -0.753 4.172
H 2.021 -0.886 3.191
O 2.379 2.544 0.948
H 2.943 1.777 1.047
H 1.914 2.396 0.124
O -0.722 -0.373 -3.416
H -0.005 0.029 -2.925
H -0.788 0.149 -4.215
O -2.827 -0.216 -1.227
H -2.135 -0.295 -1.884
H -3.549 0.210 -1.689
O 0.859 3.115 -1.583
H -0.007 3.408 -1.868
H 1.470 3.593 -2.143
O -0.164 0.317 3.677
H -1.080 0.567 3.561
H -0.145 -0.620 3.484
O 0.483 -2.570 2.652
H 0.461 -3.103 1.857
H 0.132 -3.142 3.334
O -1.523 -4.268 0.113
H -1.374 -3.541 -0.491
H -2.114 -3.912 0.777
*
```

The calculation puts the HOMO-LUMO gap at 10.572 eV. The total energy is -29761.9174 eV. For the largest force on an atom, the calculation gives 0.81 eV/Å. For the energy relative to the best compared isomer or geometry (same formula, charge and spin), the calculation gives 1.049 eV.

Mulliken atomic charge list, values in e, 8 entries:
1 Xe 0.03
2 O -0.65
3 H 0.29
4 H 0.43
5 O -0.62
6 H 0.31
7 H 0.31
8 O -0.62

=====

Density functional theory data (ωB97M-V/def2-TZVPD) for a cluster of 6 separate species, C8H26O5 in total.

```
! wB97M-V def2-TZVPD RIJCOSX def2/J DEFGRID3
* xyz 0 1
C 2.659 -2.290 0.316
C 2.045 -1.772 -0.966
C 1.542 -0.297 -1.067
C 0.469 -0.056 0.018
C -0.175 1.795 1.502
C 0.801 1.055 0.985
C 2.113 0.886 1.730
C -0.249 2.380 2.899
H 1.941 -2.212 1.123
H 3.584 -1.761 0.594
H 3.169 -3.236 0.150
H 2.604 -1.938 -1.892
H 1.168 -2.400 -1.176
H 2.475 0.270 -1.113
H 1.082 -0.203 -2.052
H -0.480 0.066 -0.517
H 0.245 -0.930 0.632
H -1.203 1.803 1.141
H 2.502 1.778 2.208
H 2.960 0.457 1.201
H 1.786 0.096 2.420
H -0.661 3.382 2.916
H -0.711 1.650 3.566
H 0.752 2.456 3.343
H -1.789 1.130 -3.260
H -1.530 1.799 -1.892
O -2.172 1.286 -2.392
H 0.534 1.541 -3.506
H 0.801 0.340 -4.360
O 0.076 0.806 -3.929
H -2.101 -1.686 1.580
H -2.417 -2.130 0.234
O -1.805 -2.344 0.947
H -3.566 -1.707 -2.004
H -2.190 -0.888 -1.707
O -2.906 -1.434 -1.370
H -3.218 0.631 0.663
H -4.537 0.798 1.525
O -3.597 0.878 1.509
*
```

The calculation puts the HOMO-LUMO gap at 8.766 eV. The total energy is -18953.8718 eV. As for the SMILES: C/C=C(\C)CCCC.O.O.O.O.O. For the largest force on an atom, the calculation gives 2.20 eV/Å. For the energy relative to the best compared isomer or geometry (same formula, charge and spin), the calculation gives 0.774 eV.

Mulliken atomic charge list, values in e, 8 entries:
1 C -1.22
2 C -0.63
3 C -0.10
4 C 0.57
5 C -0.12
6 C 0.75
7 C -1.61
8 C -1.42

=====

Density functional theory data (ωB97M-V/def2-TZVPD) for a structure of composition C25H34NO2P2Tl.

```
! wB97M-V def2-TZVPD RIJCOSX def2/J DEFGRID3
* xyz 0 1
C 2.157 -3.840 -1.855
C 1.892 -2.492 -1.486
N 0.579 -2.117 -1.324
C -0.429 -2.985 -1.327
C -0.204 -4.321 -1.693
C 1.104 -4.740 -1.962
C 2.951 -1.518 -1.366
P 2.696 0.094 -0.709
Tl 0.139 0.073 -0.205
P -2.180 -0.760 -0.963
C -1.846 -2.567 -0.894
C -0.185 2.259 -0.139
C 0.034 2.679 1.164
C -0.354 3.971 1.547
C -0.883 4.847 0.594
C -1.051 4.427 -0.730
C -0.707 3.108 -1.113
O 2.350 -0.905 -4.267
O -0.350 -1.056 -4.504
H 3.193 -4.135 -2.033
H -1.062 -4.982 -1.758
H 1.291 -5.772 -2.254
C 3.324 0.345 0.971
C 3.363 1.415 -1.770
H -2.565 -3.070 -1.565
H -1.990 -2.868 0.161
H 2.769 -1.091 -3.392
H 3.958 -1.893 -1.577
C -3.377 -0.280 0.308
C -2.960 -0.437 -2.561
H 0.464 2.006 1.920
H -0.256 4.279 2.592
H -1.162 5.857 0.887
H -1.473 5.114 -1.469
H -0.868 2.788 -2.142
H 0.330 1.218 -3.222
H -0.559 -0.358 -5.147
H 0.638 -1.001 -4.392
H 2.842 -1.446 -4.890
H 0.008 0.557 -3.027
H 4.420 0.266 0.982
H 3.019 1.345 1.316
H 2.887 -0.407 1.643
H 4.462 1.439 -1.716
H 3.051 1.266 -2.816
H 2.965 2.379 -1.415
H -3.927 -0.967 -2.603
H -3.124 0.653 -2.624
H -2.277 -0.760 -3.368
H -4.322 -0.819 0.148
H -2.942 -0.487 1.295
H -3.534 0.806 0.209
C -0.493 -1.058 1.562
C -0.576 -0.549 2.681
C -0.756 -0.001 3.972
C 0.177 0.892 4.572
C -0.056 1.375 5.861
C -1.203 0.994 6.568
C -2.141 0.140 5.973
C -1.931 -0.345 4.680
H 1.086 1.182 4.036
H 0.666 2.048 6.330
H -1.369 1.360 7.579
H -3.038 -0.153 6.520
H -2.665 -1.006 4.210
*
```

The calculation puts the HOMO-LUMO gap at 7.175 eV. The total energy is -55328.2902 eV. For the largest force on an atom, the calculation gives 2.00 eV/Å.

Mulliken atomic charge list, values in e, 8 entries:
1 C -1.27
2 C 1.24
3 N 0.20
4 C 0.85
5 C -0.93
6 C -0.44
7 C -1.65
8 P 0.86

=====

Density functional theory data (ωB97M-V/def2-TZVPD) for a cluster of 4 separate species, C24H53O4P in total.

```
! wB97M-V def2-TZVPD RIJCOSX def2/J DEFGRID3
* xyz 0 1
O 5.668 -2.396 8.012
C 5.351 -1.086 8.132
O 5.179 -0.335 6.879
C 3.756 -0.331 6.439
C 3.113 1.087 6.960
C 1.681 0.952 7.747
C 1.593 -0.274 8.831
P -0.098 -1.160 8.505
C -0.021 -2.501 7.148
O -0.382 -2.290 5.851
O 0.426 -3.867 7.576
H 5.281 -0.589 9.214
H 3.162 -1.290 6.752
H 3.796 -0.315 5.249
H 2.889 1.726 5.976
H 3.901 1.748 7.566
H 0.786 0.922 6.968
H 1.551 1.958 8.373
H 1.502 0.147 9.944
H 2.510 -1.001 8.842
H -0.560 -1.777 9.725
H -1.049 -0.098 8.154
C -5.050 -2.011 0.824
C -4.795 -0.573 1.244
C -3.306 -0.225 1.335
C -2.512 -1.022 2.376
C -3.031 -0.917 3.813
C -2.977 0.498 4.367
H -4.648 -2.722 1.551
H -6.126 -2.194 0.744
H -4.598 -2.218 -0.150
H -5.295 -0.374 2.198
H -5.262 0.093 0.509
H -3.208 0.847 1.542
H -2.845 -0.384 0.352
H -1.469 -0.681 2.350
H -2.489 -2.079 2.088
H -2.419 -1.565 4.451
H -4.054 -1.301 3.882
H -1.952 0.883 4.354
H -3.330 0.510 5.404
H -3.611 1.181 3.795
C -2.328 -2.575 -4.868
C -2.073 -1.136 -4.448
C -0.584 -0.788 -4.357
C 0.210 -1.586 -3.315
C -0.309 -1.480 -1.879
C -0.254 -0.065 -1.325
H -1.925 -3.285 -4.141
H -3.404 -2.757 -4.948
H -1.875 -2.782 -5.842
H -2.573 -0.937 -3.493
H -2.539 -0.470 -5.183
H -0.486 0.284 -4.150
H -0.122 -0.947 -5.340
H 1.254 -1.245 -3.342
H 0.233 -2.643 -3.604
H 0.304 -2.128 -1.241
H -1.331 -1.864 -1.810
H 0.770 0.320 -1.338
H -0.607 -0.054 -0.288
H -0.888 0.618 -1.897
C 3.243 2.457 -9.600
C 3.008 3.390 -8.424
C 3.172 2.703 -7.065
C 2.187 1.561 -6.787
C 0.707 1.946 -6.860
C 0.307 2.987 -5.826
H 2.518 1.639 -9.619
H 3.146 3.007 -10.542
H 4.249 2.028 -9.561
H 2.014 3.844 -8.507
H 3.727 4.215 -8.484
H 3.087 3.460 -6.276
H 4.192 2.305 -6.990
H 2.400 1.156 -5.790
H 2.371 0.740 -7.489
H 0.105 1.044 -6.696
H 0.450 2.304 -7.862
H 0.508 2.628 -4.813
H -0.764 3.201 -5.903
H 0.843 3.929 -5.973
*
```

The calculation puts the HOMO-LUMO gap at 8.591 eV. The total energy is -43219.4344 eV. For the largest force on an atom, the calculation gives 9.43 eV/Å.

Mulliken atomic charge list, values in e, 8 entries:
1 O -0.46
2 C 0.21
3 O -0.34
4 C -0.44
5 C -0.53
6 C -0.44
7 C -0.48
8 P 0.08

=====

Density functional theory data (ωB97M-V/def2-TZVPD) for a structure of composition C35H68BInN10O2P.

```
! wB97M-V def2-TZVPD RIJCOSX def2/J DEFGRID3
* xyz 3 1
In 0.263 -0.399 0.530
C 4.119 -0.474 1.263
C 4.074 -1.158 -0.104
C 5.488 -1.360 -0.643
C 3.221 -0.365 -1.060
C 3.650 0.224 -2.232
C 2.566 0.917 -2.751
C 2.545 1.679 -4.043
C 2.666 0.693 -5.212
C 3.682 2.704 -4.083
N 1.525 0.736 -1.919
N 1.909 -0.081 -0.874
B 0.196 1.541 -1.852
N 0.173 2.338 -0.490
N 0.337 1.718 0.740
C 0.437 2.681 1.671
C 0.333 3.913 1.058
C 0.178 3.672 -0.298
C 0.061 4.751 -1.343
C 1.291 4.853 -2.250
C -1.242 4.678 -2.137
C 0.629 2.459 3.143
C 1.468 1.224 3.452
C -0.720 2.474 3.867
N -1.060 0.616 -1.931
N -1.363 -0.115 -0.805
C -2.586 -0.653 -0.976
C -3.034 -0.333 -2.239
C -2.060 0.476 -2.821
C -2.223 1.052 -4.209
C -3.306 2.140 -4.209
C -0.969 1.507 -4.946
C -3.341 -1.357 0.112
C -4.407 -0.406 0.671
C -3.986 -2.648 -0.397
H 4.745 -1.035 1.959
H 4.531 0.533 1.170
H 3.127 -0.382 1.711
H 3.633 -2.155 0.009
H 6.012 -0.407 -0.732
H 6.059 -1.990 0.038
H 5.483 -1.843 -1.619
H 4.637 0.177 -2.657
H 1.596 2.203 -4.134
H 3.651 0.223 -5.219
H 1.916 -0.098 -5.161
H 2.540 1.219 -6.159
H 4.653 2.208 -4.123
H 3.593 3.323 -4.976
H 3.671 3.361 -3.213
H 0.165 2.312 -2.734
H 0.392 4.880 1.530
H 0.031 5.669 -0.754
H 1.310 4.061 -2.998
H 1.271 5.806 -2.779
H 2.218 4.811 -1.676
H -1.263 3.790 -2.766
H -2.115 4.664 -1.483
H -1.323 5.549 -2.788
H 1.198 3.323 3.490
H 0.937 0.290 3.210
H 2.403 1.236 2.896
H 1.744 1.192 4.510
H -1.331 1.618 3.565
H -0.569 2.472 4.952
H -1.281 3.379 3.636
H -3.972 -0.609 -2.693
H -2.632 0.207 -4.771
H -3.025 2.983 -3.579
H -3.450 2.510 -5.224
H -4.262 1.756 -3.853
H -0.653 2.505 -4.639
H -0.136 0.816 -4.810
H -1.190 1.555 -6.012
H -2.641 -1.580 0.921
H -5.117 -0.120 -0.105
H -4.983 -0.900 1.460
H -3.964 0.508 1.072
H -4.814 -2.419 -1.069
H -3.286 -3.272 -0.953
H -4.388 -3.239 0.429
N -4.630 -2.136 4.240
C -3.646 -0.991 4.272
P -1.955 -1.721 4.009
O -2.258 -3.162 3.783
O -1.187 -0.862 3.036
C -1.052 -1.629 5.611
N -0.267 -0.357 5.757
H -5.399 -1.977 3.589
H -5.035 -2.331 5.157
H -4.071 -2.970 3.949
H -3.762 -0.450 5.209
H -3.870 -0.315 3.451
H -0.343 -2.457 5.601
H -1.697 -1.745 6.480
H 0.110 -0.091 4.837
H 0.501 -0.453 6.426
H -0.844 0.427 6.068
C 0.982 -3.016 -0.682
C 1.198 -4.552 -0.686
N 0.931 -5.112 0.628
C -0.463 -4.879 0.970
C -0.791 -3.364 0.906
N 0.471 -2.585 0.680
C 1.445 -2.978 1.759
C 1.781 -4.486 1.628
H 0.240 -2.697 -1.417
H 1.903 -2.492 -0.891
H 2.226 -4.780 -0.965
H 0.541 -5.033 -1.409
H -0.653 -5.265 1.971
H -1.093 -5.428 0.271
H -1.244 -3.028 1.826
H -1.449 -3.149 0.070
H 0.960 -2.750 2.711
H 2.333 -2.363 1.671
H 1.627 -4.989 2.582
H 2.823 -4.623 1.341
*
```

The calculation puts the HOMO-LUMO gap at 7.683 eV. The total energy is -71516.0015 eV. For the largest force on an atom, the calculation gives 0.48 eV/Å. For the energy relative to the best compared isomer or geometry (same formula, charge and spin), the calculation gives 0.000 eV.

Mulliken atomic charge list, values in e, 8 entries:
1 In 1.95
2 C -1.08
3 C 1.70
4 C -2.02
5 C -0.51
6 C -0.92
7 C -0.14
8 C 1.66

=====

Density functional theory data (ωB97M-V/def2-TZVPD) for a structure of composition C14H6Cl2IrN2O9S.

```
! wB97M-V def2-TZVPD RIJCOSX def2/J DEFGRID3
* xyz -1 5
Ir 0.291 0.879 0.033
O -4.705 -0.582 3.748
C -3.791 -0.290 3.005
C -2.639 -1.188 2.624
O -2.379 -2.261 3.132
C -1.877 -0.457 1.598
C -2.413 0.879 1.440
O -1.842 1.754 0.766
C -3.628 1.024 2.283
O -4.329 2.006 2.430
O -0.859 -0.846 0.981
Cl 2.144 -1.290 1.186
C 3.222 -1.198 -0.219
Cl 2.479 -0.112 -1.449
H 3.322 -2.190 -0.650
H 4.177 -0.778 0.090
O -2.843 0.153 -1.981
C -1.939 0.891 -2.324
N -0.642 0.778 -1.970
S 0.291 1.924 -2.655
O 1.134 1.389 -3.694
O 1.003 2.637 -1.610
C -1.027 2.856 -3.407
C -1.032 4.012 -4.151
C -2.244 4.430 -4.689
C -3.400 3.685 -4.489
C -3.370 2.507 -3.757
C -2.166 2.097 -3.206
H -0.119 4.568 -4.303
H -2.281 5.340 -5.271
H -4.341 4.031 -4.896
H -4.255 1.909 -3.606
O 2.101 3.704 2.678
C 1.699 2.784 2.076
N 1.335 1.805 1.518
*
```

The calculation puts the HOMO-LUMO gap (alpha / beta) at 7.186 / 5.798 eV. The total energy is -74740.8732 eV. As for the expectation value of S²: 6.030. For the largest force on an atom, the calculation gives 1.63 eV/Å.

Mulliken atomic charge list, values in e, 8 entries:
1 Ir 1.05
2 O -0.57
3 C 0.52
4 C 0.05
5 O -0.58
6 C 0.85
7 C 0.95
8 O -0.75